The following is a DFT calculation (ωB97M-V with the def2-TZVPD basis set) of C35H35N3O5SZr as an isolated structure.

Calculated values
**Orbital gap**: 8.09 eV
**LUMO energy**: -5.67 eV
**Total energy**: -63675.3654 eV
**E_HOMO**: -13.76 eV

```
! RIJCOSX wB97M-V def2-TZVPD def2/J DEFGRID3
* xyz 2 1
O -2.37944 -2.06742 2.26639
H 4.35547 2.59864 1.94602
C -2.51225 -2.92992 -0.61550
H -2.20993 4.73052 2.46188
H -4.99160 -2.48626 0.50160
H -1.82553 -3.91588 1.17068
H 0.50898 4.79124 -5.02845
H -1.26935 2.54238 2.05845
C -1.96641 -5.26818 -0.48018
H -7.19741 -1.44354 0.19981
H -0.85230 2.21385 -2.71163
C 2.89981 -1.10572 2.29307
C -5.27176 0.99685 -1.12929
H 2.36059 -4.29622 1.28007
S 2.20127 1.64987 0.36808
C -2.41866 5.22037 0.38114
H 6.75262 2.04678 1.90583
C 3.89796 1.29802 0.28848
H -3.02796 -4.47934 -3.59317
C -6.41373 0.33166 -0.71561
H 0.88286 4.14450 -1.43167
C -1.27331 2.69420 -0.12091
C 5.73224 0.10867 -0.67262
C -0.17547 4.03172 -4.66017
H -2.18536 3.25111 -3.24687
H 0.21745 3.04029 -4.87338
C 6.08627 1.58560 1.18875
C 2.22405 -3.23074 1.39075
C -2.05264 4.40868 1.44171
C -2.23717 -1.27971 1.38942
H 3.70433 -0.05680 -1.36837
H -7.38583 0.78473 -0.85230
H 1.44591 3.09280 -2.75753
C -2.86701 -3.10978 -1.95652
N 0.96966 -1.28548 0.88291
H 6.12019 -0.58467 -1.40658
C 4.37836 0.40085 -0.65927
H 8.27718 -0.52170 -0.32793
C -6.30901 -0.92063 -0.12521
C -1.30600 3.20170 -2.60212
C 6.60314 0.69473 0.24582
H 0.45246 -3.15766 0.16447
C -1.50285 3.15705 1.18020
C -1.60884 3.55445 -1.17337
C 1.02622 4.06452 -2.50582
H -3.14070 0.95801 -1.27792
C -2.20180 4.78800 -0.92014
N 1.49790 0.83482 1.59738
C -4.02084 0.41823 -0.95300
C -5.06719 -1.50709 0.04557
H -1.63987 -6.11645 0.10609
H 1.66594 4.86242 -2.87382
C -2.74698 -4.35099 -2.55716
O -1.48817 -0.76085 -0.83504
C -2.59684 -1.51178 -0.09199
C 8.07011 0.40162 0.20916
C 4.74232 1.89692 1.21886
H 8.48451 0.32319 1.21313
H 8.59756 1.21031 -0.30067
H -2.52024 5.42959 -1.73762
H -2.87698 6.18265 0.55982
C -2.06453 -4.02087 0.12399
H -1.15678 4.15427 -5.11130
C 1.83033 -0.56244 1.60515
C 3.08869 -2.47435 2.17445
Zr -0.36824 0.69040 0.36551
H -5.35079 1.97364 -1.58758
H 3.90803 -2.95356 2.69274
H -0.65847 5.11307 -2.98629
C 1.16712 -2.60368 0.76069
N -0.30180 4.17487 -3.18285
C -2.29551 -5.43487 -1.81613
H -1.14485 -1.39947 -1.48636
H 3.54555 -0.47958 2.88976
H -3.27167 -2.27839 -2.52338
O 1.54514 1.03515 -0.84910
O -1.75624 -0.02721 1.57094
H -2.21729 -6.41078 -2.27528
C -3.91820 -0.83705 -0.37141
O 1.88853 3.03591 0.54141
*
```